{"formula": "C24H51N3O9", "method": "the ωB97M-V functional and the def2-TZVPD basis", "symbols": ["C", "C", "C", "C", "C", "C", "C", "O", "O", "C", "O", "N", "C", "C", "O", "C", "C", "O", "H", "H", "H", "H", "H", "H", "H", "H", "H", "H", "H", "H", "H", "H", "H", "H", "H", "H", "H", "H", "H", "C", "O", "C", "C", "N", "C", "C", "O", "C", "H", "H", "H", "H", "H", "H", "H", "H", "H", "H", "H", "H", "H", "H", "H", "C", "O", "C", "C", "N", "C", "C", "O", "C", "H", "H", "H", "H", "H", "H", "H", "H", "H", "H", "H", "H", "H", "H", "H"], "positions_angstrom": [[-2.16651, -3.73913, -3.35192], [-1.53175, -3.72495, -1.94980], [-2.19756, -2.77071, -0.95920], [-3.36175, -3.34867, -0.16702], [-4.62632, -3.66509, -0.96393], [-5.55703, -2.46511, -1.13109], [-4.93996, -1.35460, -1.94306], [-4.89264, -1.34661, -3.14944], [-4.41552, -0.35061, -1.15709], [-4.47405, 0.93321, -1.67765], [-5.40092, 1.64185, -0.91623], [-3.14161, 1.55007, -1.49474], [-3.02436, 2.77362, -2.22514], [-2.10341, 2.80782, -3.41704], [-3.66689, 3.74951, -1.89529], [-2.02773, 0.63953, -1.71813], [-0.98037, 0.69062, -0.64445], [-1.95832, -0.10822, -2.69149], [-2.08920, -4.72678, -3.79447], [-3.18987, -3.39123, -3.35000], [-1.62888, -3.06630, -4.01156], [-1.43305, -4.72721, -1.54495], [-0.51798, -3.36070, -2.09620], [-2.44788, -1.86140, -1.49328], [-1.43360, -2.49414, -0.23281], [-3.63502, -2.65269, 0.62338], [-3.03412, -4.26096, 0.32310], [-4.42506, -4.12886, -1.92080], [-5.20098, -4.39217, -0.39387], [-6.46126, -2.75007, -1.65497], [-5.83906, -2.06168, -0.16405], [-4.79361, 0.95040, -2.71749], [-5.79076, 2.30094, -1.49000], [-2.33827, 1.98561, -4.08282], [-1.07852, 2.67354, -3.08141], [-2.20773, 3.76148, -3.90845], [-1.16041, -0.15227, 0.01684], [0.00661, 0.57568, -1.07739], [-1.01655, 1.62470, -0.10048], [-0.99530, 5.40421, 3.55164], [0.37401, 5.74000, 3.42693], [1.23586, 5.00714, 4.28763], [2.13379, 4.08462, 3.49211], [1.37064, 2.99363, 2.89974], [2.11509, 2.18470, 1.94091], [2.58678, 2.85568, 0.65468], [1.53650, 3.23539, -0.21483], [0.96830, 4.51153, 0.02821], [-1.56039, 6.10812, 2.94369], [-1.20209, 4.39003, 3.19333], [-1.33062, 5.49190, 4.58906], [0.66606, 4.44655, 5.03348], [1.86051, 5.73170, 4.81787], [2.89556, 3.66604, 4.15618], [2.64292, 4.69590, 2.73434], [0.55807, 3.37754, 2.43599], [1.46613, 1.35202, 1.65713], [2.98153, 1.74932, 2.45018], [3.17412, 2.11843, 0.10038], [3.25707, 3.70195, 0.84471], [1.70300, 5.21330, 0.42940], [0.11435, 4.44996, 0.70816], [0.60484, 4.89565, -0.92507], [5.85145, -4.41298, 0.00278], [5.68513, -3.45678, 1.03180], [5.96806, -2.12055, 0.63766], [4.71012, -1.27924, 0.64155], [3.80736, -1.67680, -0.43082], [2.48534, -1.06306, -0.36050], [1.59913, -1.41096, 0.83035], [1.15821, -2.75276, 0.84870], [2.02273, -3.69375, 1.45862], [5.73079, -5.39780, 0.45037], [5.10371, -4.29553, -0.78901], [6.85089, -4.35023, -0.43741], [6.45116, -2.09185, -0.34269], [6.66839, -1.70660, 1.36885], [4.98331, -0.22840, 0.50405], [4.24881, -1.38298, 1.63368], [3.69890, -2.68212, -0.41335], [1.94647, -1.35447, -1.26600], [2.60470, 0.02374, -0.40214], [0.69113, -0.80713, 0.74026], [2.05391, -1.13856, 1.79045], [2.59941, -3.24857, 2.27305], [2.70408, -4.14469, 0.73178], [1.40202, -4.49163, 1.86651]], "lumo_energy_ev": 0.7, "charge": 0}


{"formula": "C39H41BGeN8NiO4", "method": "the ωB97M-V functional and the def2-TZVPD basis", "symbols": ["Ni", "C", "C", "C", "C", "N", "N", "B", "N", "N", "C", "C", "C", "C", "C", "C", "C", "C", "C", "C", "N", "N", "C", "C", "C", "C", "C", "C", "C", "C", "C", "C", "C", "C", "C", "C", "C", "C", "H", "H", "H", "H", "H", "H", "H", "H", "H", "H", "H", "H", "H", "H", "H", "H", "H", "H", "H", "H", "H", "H", "H", "H", "H", "H", "H", "H", "O", "C", "O", "C", "C", "N", "N", "C", "C", "O", "O", "H", "H", "H", "C", "Ge", "C", "C", "C", "H", "H", "H", "H", "H", "H", "H", "H", "H", "H"], "positions_angstrom": [[-0.13235, 1.79531, -0.07204], [3.00172, -2.80775, -2.74773], [1.82047, -1.96898, -2.42851], [0.72991, -1.64711, -3.20564], [-0.12055, -0.88114, -2.40522], [0.46535, -0.74137, -1.21433], [1.63596, -1.41070, -1.21692], [2.57177, -1.35739, -0.00404], [3.46459, -0.11588, 0.00547], [2.89491, 1.10152, 0.00303], [3.87655, 1.98467, 0.01909], [5.12460, 1.31836, 0.04569], [4.81904, -0.02362, 0.03351], [5.72880, -1.19901, 0.03514], [3.58813, 3.42511, -0.03134], [2.30304, 3.93095, 0.16875], [2.08331, 5.30288, 0.12841], [3.12194, 6.19218, -0.11001], [4.40003, 5.69502, -0.31894], [4.62382, 4.32666, -0.28096], [1.62421, -1.39504, 1.19767], [0.46339, -0.71531, 1.19080], [-0.11922, -0.83578, 2.38843], [0.72540, -1.61003, 3.19034], [1.80992, -1.94707, 2.41142], [3.00727, -2.76689, 2.72153], [-1.35913, -0.18609, 2.83315], [-2.23672, -0.88984, 3.65473], [-3.31565, -0.24029, 4.23814], [-3.51089, 1.11815, 4.01797], [-2.63591, 1.82161, 3.19920], [-1.56845, 1.17201, 2.59735], [-1.37910, -0.26032, -2.83811], [-1.56423, 1.11341, -2.69681], [-2.65453, 1.72655, -3.29694], [-3.57292, 0.97114, -4.01521], [-3.40176, -0.40202, -4.13654], [-2.30083, -1.01775, -3.55641], [3.10242, -2.90084, -3.83098], [2.89102, -3.80936, -2.32149], [3.92232, -2.38049, -2.34819], [0.55057, -1.92450, -4.23115], [3.28269, -2.32775, 0.00781], [6.11832, 1.74136, 0.06677], [6.76513, -0.85287, 0.08904], [5.62293, -1.80297, -0.87206], [5.54698, -1.86585, 0.88339], [1.41128, 3.31488, 0.32336], [1.06746, 5.65767, 0.26337], [2.93518, 7.26041, -0.13956], [5.22662, 6.37035, -0.51656], [5.62593, 3.94474, -0.45014], [0.54985, -1.87543, 4.21983], [2.98735, -3.05414, 3.77462], [3.93192, -2.21558, 2.53005], [3.02226, -3.67437, 2.11171], [-2.07450, -1.94943, 3.82172], [-4.00641, -0.79613, 4.86249], [-4.35926, 1.62289, 4.46708], [-2.79299, 2.87732, 3.00660], [-0.88564, 1.68637, 1.90880], [-0.84585, 1.66172, -2.07470], [-2.79450, 2.79535, -3.17826], [-4.43696, 1.45034, -4.46281], [-4.12716, -0.99532, -4.68248], [-2.15154, -2.08853, -3.64770], [-5.00324, 5.42073, 0.23118], [-5.59015, 4.25725, 0.23031], [-6.80242, 4.11856, 0.30157], [-4.71818, 3.04817, 0.14722], [-5.24206, 1.77499, 0.16193], [-4.20002, 0.93031, 0.08224], [-3.02517, 1.55332, 0.01496], [-3.30686, 2.84451, 0.04909], [-2.21212, 3.87372, -0.00124], [-2.58246, 5.08743, 0.06390], [-1.02825, 3.51434, -0.09898], [-3.94506, 5.31556, 0.17726], [-6.26624, 1.44986, 0.22628], [-4.20432, -0.07775, 0.07227], [-1.60151, -4.95840, -1.63176], [-0.78804, -4.03256, -0.00432], [-1.77048, -5.17270, 1.37334], [0.91801, -5.16270, 0.08216], [-0.11990, -0.11823, -0.01830], [-1.59085, -6.05238, -1.52134], [-1.04900, -4.70201, -2.54477], [-2.64030, -4.63761, -1.77494], [-1.70329, -6.24454, 1.13625], [-2.83114, -4.89819, 1.41606], [-1.34883, -5.01598, 2.37376], [0.73394, -6.18821, -0.27099], [1.23311, -5.22512, 1.13307], [1.76347, -4.75238, -0.48203], [-1.17584, -0.39596, -0.00889]], "lumo_energy_ev": [4.0, 4.0], "charge": -2}


{"formula": "C24H29HfN2SSi", "method": "the ωB97M-V functional and the def2-TZVPD basis", "symbols": ["Hf", "C", "C", "N", "C", "C", "S", "C", "C", "N", "H", "H", "H", "H", "H", "H", "H", "H", "H", "H", "H", "H", "H", "H", "C", "C", "C", "C", "C", "C", "Si", "C", "C", "C", "C", "C", "C", "C", "C", "C", "C", "C", "C", "H", "H", "H", "H", "H", "H", "H", "H", "H", "H", "H", "H", "H", "H", "H"], "positions_angstrom": [[-0.04002, -0.01630, 1.37993], [1.83216, -1.27692, -0.80734], [0.48728, -1.79703, -1.25400], [-0.52684, -1.70327, -0.16093], [-1.88791, -1.38480, -0.70149], [-1.97636, -0.08458, -1.48086], [-1.10902, 1.35174, -0.72649], [0.40333, 1.46694, -1.76109], [1.69311, 1.24670, -1.01224], [1.74266, 0.04595, -0.13334], [2.27604, -1.96168, -0.07976], [2.50889, -1.23428, -1.66505], [0.12936, -1.22926, -2.10525], [0.58996, -2.82795, -1.59553], [-0.61286, -2.61793, 0.28433], [-2.23838, -2.19326, -1.34930], [-2.56666, -1.34365, 0.14820], [-1.59842, -0.16090, -2.49781], [-3.02277, 0.20791, -1.55916], [0.27165, 0.77280, -2.58655], [0.39834, 2.47188, -2.18135], [2.50345, 1.20911, -1.74687], [1.89294, 2.10227, -0.36215], [2.61767, 0.14686, 0.38089], [4.19498, 0.81682, 2.03028], [3.45790, 1.91527, 2.49469], [2.23378, 1.73016, 3.10201], [1.69619, 0.42514, 3.27398], [2.44314, -0.66906, 2.76501], [3.69249, -0.46402, 2.16736], [0.02803, 0.14215, 3.94213], [-1.14985, 1.51411, 4.13751], [-1.21027, 2.23862, 2.92699], [-2.12229, 3.26637, 2.74350], [-2.97314, 3.59021, 3.79378], [-2.90313, 2.90324, 5.00097], [-1.99918, 1.86011, 5.17979], [-0.61740, -1.50384, 3.44558], [-1.86365, -1.42920, 2.75098], [-2.50732, -2.58991, 2.30999], [-1.90030, -3.82161, 2.45452], [-0.64289, -3.90707, 3.06744], [-0.01068, -2.77403, 3.54753], [5.17307, 0.97133, 1.59205], [3.86712, 2.91385, 2.40893], [1.68988, 2.59028, 3.47633], [2.12653, -1.68442, 2.94304], [4.28626, -1.31423, 1.85234], [-0.42387, 2.12703, 2.14981], [-2.14869, 3.83224, 1.82099], [-3.68124, 4.39980, 3.67835], [-3.55882, 3.18211, 5.81523], [-1.97315, 1.31967, 6.11706], [-2.41479, -0.48801, 2.78888], [-3.50305, -2.52169, 1.88825], [-2.40170, -4.72385, 2.12947], [-0.18081, -4.87549, 3.21204], [0.93280, -2.88307, 4.06809]], "lumo_energy_ev": -10.1, "charge": 3}